1.
Here is 10 unconnected molecules or ions with the total composition C33H49N3O21 in a non-equilibrium geometry from the OMol25 dataset. Energies are from the ωB97M-V functional and the def2-TZVPD basis.

Atoms and positions in Å:
O (3.35571, 4.96651, -1.88446)
O (1.07252, -6.20229, -2.28607)
O (-2.15348, -1.00473, -3.95983)
O (2.32388, -5.99953, -0.45212)
O (4.01246, 0.13661, 1.90813)
O (4.19190, -2.09819, 2.07877)
O (-3.11416, 3.13848, -3.81187)
O (1.85709, -4.17184, -1.60159)
O (1.02257, 5.91944, 1.58670)
O (-5.93028, -4.05862, -2.42619)
O (-0.37442, 5.21477, 3.34270)
O (-4.78223, 1.88671, -3.05753)
O (-4.87566, -2.32839, -1.46929)
O (-1.00768, -2.54049, -5.19099)
O (2.56546, 3.23840, -0.65268)
O (-4.69276, -4.31108, -0.49282)
O (4.56385, 3.06888, -1.66487)
O (-0.76050, 4.73801, 1.13431)
O (4.93606, -1.03291, 0.22684)
O (-3.81294, 3.47208, -1.72076)
O (-2.10608, -3.16280, -3.34753)
N (-3.52202, -1.74728, 3.21648)
N (1.98299, 0.29021, -1.46524)
N (0.67429, -1.48118, 2.19896)
C (-5.18599, -3.61211, -1.55956)
C (3.44786, 3.71053, -1.34061)
C (-1.05375, 1.68393, -0.41714)
C (4.41324, -1.10592, 1.45519)
C (-0.97693, -3.98210, -5.21259)
C (0.64051, -3.38164, 5.63491)
C (-3.99884, -3.48701, 0.40395)
C (-4.63666, 1.36010, -4.34478)
C (-1.97271, 0.81561, 4.72047)
C (4.64376, 5.25264, -2.39968)
C (5.24884, 3.90421, -2.53404)
C (-1.44141, -4.34095, -3.82958)
C (-0.04931, 5.30381, 2.17022)
C (0.28897, 1.37243, 0.24324)
C (1.65606, -5.48726, -1.47456)
C (2.67069, -3.72097, -0.52677)
C (3.20248, -4.98182, 0.07386)
C (-3.61162, -0.89059, 3.95991)
C (-3.54747, 2.27360, -4.95236)
C (-0.27477, 5.09828, -0.10045)
C (1.23398, -1.40274, 3.20030)
C (4.95763, 0.34974, -0.25362)
C (1.27557, 0.80295, -0.71299)
C (-3.96460, -2.16369, -0.37352)
C (-3.38242, 0.21020, 4.90393)
C (-1.82417, -2.16163, -4.22075)
C (-1.92479, 1.54646, 3.40539)
C (4.30399, 1.10002, 0.90404)
C (0.79153, 6.18075, 0.19526)
C (-1.70433, 0.36109, -0.80271)
C (1.82024, -1.26312, 4.51718)
C (-3.87534, 2.89001, -2.75141)
C (1.94247, -2.61888, 5.35483)
H (-2.29617, 2.62393, 3.27728)
H (0.24036, 4.27912, -0.55417)
H (2.65146, -3.36336, 4.87160)
H (-5.57168, 1.29553, -4.87690)
H (-4.32013, -1.28276, 0.21111)
H (-3.89733, 3.02414, -5.69638)
H (-2.46324, 0.89782, 2.75604)
H (-1.14239, 5.34541, -0.69754)
H (4.56357, 5.84915, -3.31791)
H (0.03561, -2.73901, 6.22826)
H (-1.89161, -0.27339, 0.04180)
H (-2.70332, 1.72636, -5.26620)
H (-2.60458, 0.49863, -1.37464)
H (-1.69067, 2.22737, 0.29924)
H (-1.61878, -4.34189, -5.98851)
H (2.90337, -1.00705, 4.24708)
H (-3.47465, -0.26935, 5.91016)
H (-4.56922, -3.46975, 1.36370)
H (-0.71813, 2.29282, -1.30081)
H (5.06886, 3.48337, -3.54397)
H (0.83302, -4.27408, 6.27086)
H (1.96462, -3.28034, 0.18548)
H (2.44303, -2.28855, 6.26565)
H (-2.18298, -5.11381, -3.82342)
H (-4.07902, 1.00858, 4.79145)
H (0.13140, -3.71033, 4.73461)
H (5.20115, 5.91526, -1.71815)
H (1.74444, 6.08728, -0.35258)
H (4.22483, -5.20748, -0.37877)
H (1.43609, -0.35244, 5.01994)
H (0.03009, -4.19918, -5.50792)
H (4.42117, 0.30855, -1.17093)
H (0.34157, 7.20171, 0.18645)
H (-1.03133, -0.18319, -1.51839)
H (4.97040, 1.79588, 1.34213)
H (6.04288, 0.69747, -0.35020)
H (-2.96286, -1.97496, -0.81207)
H (-3.04832, -3.89212, 0.67253)
H (0.71924, 2.30781, 0.64494)
H (0.27020, 0.64849, 1.08806)
H (3.28990, -5.04595, 1.16406)
H (3.33903, 1.53113, 0.67599)
H (-0.60402, -4.61735, -3.18686)
H (3.42487, -3.04070, -1.02898)
H (-1.25933, 0.05604, 4.81209)
H (6.36021, 3.95092, -2.38884)
H (-0.95804, 1.51325, 2.92161)
H (-1.88703, 1.48321, 5.61455)
H (-4.21582, 0.33108, -4.28707)

## Properties
**Structure (SMILES)**: O=C1OCCO1.O=C1OCCO1.O=C1OCCO1.O=C1OCCO1.O=C1OCCO1.O=C1OCCO1.O=C1OCCO1.CCCC#N.CCCC#N.CCCC#N
**E_LUMO**: 0.02 eV
**Highest occupied orbital energy**: -10.188 eV
**E**: -82481.80875 eV

2.
Here is a molecular structure, C33H50AsN2O2RbSSi3 in a non-equilibrium geometry from the OMol25 dataset. Energies are from the ωB97M-V functional and the def2-TZVPD basis.

Atoms and positions in Å:
Rb (0.76771, 0.72758, -0.83732)
As (3.54163, -1.08558, -0.51455)
S (0.94874, -0.10056, -3.70324)
Si (5.12289, -0.98377, -2.26788)
Si (4.89496, -0.88663, 1.41220)
Si (2.92392, -3.35488, -0.48252)
O (1.75285, -0.87061, -2.75781)
O (1.49746, 1.21376, -3.99634)
N (-0.47317, -0.06525, -3.07318)
N (-2.48838, 0.65929, -1.42503)
C (-2.80961, 2.59714, 2.53601)
C (0.30936, -2.99334, -6.40696)
C (1.75650, -1.36375, -7.44041)
C (3.85229, -1.47762, 2.85374)
C (2.01203, -3.87236, -2.02298)
C (-3.50137, 0.89516, -0.63173)
C (6.60914, -1.59004, 1.66219)
C (-2.80602, 1.64120, -5.45191)
C (4.36705, -4.51378, -0.21709)
C (5.06604, 0.97904, 1.58552)
C (6.71368, -1.87577, -1.86019)
C (-1.65051, 1.00060, -4.96363)
C (1.26465, 1.37794, 3.15742)
C (-1.53264, 0.62659, -3.63802)
C (2.10267, 3.51782, 2.09248)
C (1.71279, -0.58830, -6.28935)
C (-3.79232, 1.55411, -3.27209)
C (4.53477, -1.67253, -3.89548)
C (-4.85321, 1.79608, -2.37049)
C (-1.38546, 2.13934, 2.72455)
C (1.72108, -3.54244, 0.94436)
C (-2.62299, 0.94788, -2.75425)
C (-3.86880, 1.90589, -4.64033)
C (-1.08555, 0.93307, 3.34560)
C (0.26306, -2.22880, -5.25273)
C (0.99243, 2.58935, 2.52217)
C (1.05711, -2.56185, -7.49762)
C (0.97092, -1.03441, -5.20623)
C (5.46054, 0.83913, -2.49606)
C (-4.72292, 1.45463, -1.05865)
C (0.51792, -0.77676, 4.25283)
C (0.23263, 0.53697, 3.56985)
C (-0.33296, 2.94754, 2.30426)
H (3.74062, -1.04844, -4.30904)
H (5.87431, 1.29010, -1.59029)
H (4.14058, -2.68664, -3.80164)
H (-2.84578, 1.92052, -6.49806)
H (4.52300, 1.35085, -2.73397)
H (2.33644, -1.03357, -8.29311)
H (2.29581, 1.09471, 3.34830)
H (1.09252, -3.16353, -8.39755)
H (-3.04412, 2.72125, 1.47843)
H (1.93042, 4.52624, 2.47004)
H (3.06872, 3.17673, 2.46142)
H (-0.23762, -3.92572, -6.46036)
H (1.84969, -4.95439, -2.00644)
H (-1.89441, 0.29560, 3.68959)
H (7.18091, -1.48682, -0.95894)
H (-2.96934, 3.56296, 3.01771)
H (2.16709, 3.58994, 1.00493)
H (4.17104, -0.99251, 3.78185)
H (-5.52406, 1.61503, -0.34866)
H (7.35015, -1.07752, 1.04910)
H (4.93974, -4.63271, -1.14140)
H (2.80071, -1.24034, 2.68346)
H (-0.20119, -0.96231, 5.05123)
H (1.00023, -2.72034, 0.94137)
H (-3.51527, 1.88430, 2.96345)
H (6.53642, -2.94399, -1.70753)
H (5.04849, -4.14265, 0.55366)
H (2.55324, -3.61283, -2.93459)
H (7.42335, -1.76409, -2.68590)
H (5.36559, 1.26832, 2.59807)
H (3.93124, -2.55958, 2.99598)
H (1.52029, -0.79600, 4.67801)
H (-4.76354, 2.38538, -5.01925)
H (1.04548, -3.36526, -2.07420)
H (-3.36218, 0.63370, 0.41298)
H (2.22872, -3.53903, 1.91074)
H (-5.76560, 2.24961, -2.74158)
H (6.87609, -1.43694, 2.71204)
H (0.44264, -1.60701, 3.54516)
H (5.37211, -1.69632, -4.59887)
H (6.16157, 1.01390, -3.31720)
H (-0.83916, 0.79267, -5.64763)
H (-0.55470, 3.89975, 1.82982)
H (-0.31633, -2.53899, -4.39155)
H (4.11842, 1.46808, 1.35164)
H (6.67238, -2.65939, 1.44550)
H (5.81478, 1.37140, 0.89025)
H (2.23719, 0.35665, -6.21955)
H (1.16189, -4.47846, 0.85555)
H (4.00918, -5.50194, 0.08766)

## Properties
**E_LUMO**: 0.30 eV
**Highest occupied orbital energy**: -7.293 eV
**E**: -138074.53829 eV

no.,orbital gap (eV)
1,10.2108
2,7.5909